P | Formula: C2H2FO3S
Source: the Open Molecules 2025 dataset
Level of theory: wB97M-V/def2-TZVPD

XYZ file:
```
9
Properties=species:S:1:pos:R:3
C -0.82260 0.31390 -0.79411
C 0.33489 0.55945 -0.29119
O -1.36663 -2.91871 0.02520
O -1.89886 -0.05171 -0.23440
O -3.06527 -1.66178 1.43455
F -0.99895 0.66310 -2.17754
S -1.73382 -1.72445 0.85868
H 1.26557 1.03588 -0.89809
H 0.53922 0.42419 0.76304
```

The net charge is -1. Its HOMO-LUMO gap is 8.6 eV.

***

Q | Formula: C2H2FO3S
Source: the Open Molecules 2025 dataset
Level of theory: wB97M-V/def2-TZVPD

XYZ file:
```
9
Properties=species:S:1:pos:R:3
C -1.26810 -0.45200 -0.15617
C -0.33710 0.54134 0.09939
O 1.73980 -0.93802 -0.89253
O -1.77341 -0.98805 -1.08068
O 2.35276 1.12050 0.24719
F -1.49001 -1.23729 1.07887
S 1.64795 -0.17125 0.36190
H -0.66522 0.88534 1.06353
H -0.20668 1.23942 -0.72150
```

The net charge is -1. Its HOMO-LUMO gap is 8.2 eV.

***

R | Formula: C2H2FO3S
Source: the Open Molecules 2025 dataset
Level of theory: wB97M-V/def2-TZVPD

XYZ file:
```
9
Properties=species:S:1:pos:R:3
C -2.00832 -0.21623 -0.18385
C 0.45252 0.56761 0.30729
O 2.40159 -1.13993 0.78381
O -2.79083 0.05333 -1.03963
O 2.17730 -0.15721 -1.52840
F -2.62928 -1.18266 0.64844
S 1.97809 0.05113 -0.08287
H 0.32078 0.60285 1.43840
H 0.09815 1.42113 -0.34320
```

The net charge is -1. Its HOMO-LUMO gap (spin up / spin down) is 6.7 / 6.6 eV.

***

Most stable of them? Q.

***

P | Formula: C2H4N2OS2
Source: the Open Molecules 2025 dataset
Level of theory: wB97M-V/def2-TZVPD

XYZ file:
```
11
Properties=species:S:1:pos:R:3
C -0.60152 0.47090 -0.00425
C 1.92442 0.13340 -0.00330
H -3.00280 -0.19311 -0.00065
H -0.11700 -1.50282 0.00848
H 0.86527 1.86194 0.00396
H 2.79381 0.79729 0.00474
N -0.86691 -0.84351 0.00239
N 0.76608 0.84258 -0.00688
O -1.43625 1.35858 0.00084
S -2.49281 -1.43481 -0.00360
S 2.16770 -1.49045 -0.00172
```

The SMILES is O=C(NS)NC=S. Its HOMO-LUMO gap is 8.9 eV.

***

Q | Formula: C2H4N2OS2
Source: the Open Molecules 2025 dataset
Level of theory: wB97M-V/def2-TZVPD

XYZ file:
```
11
Properties=species:S:1:pos:R:3
C -0.68610 0.19364 -0.27031
C 0.72866 0.38022 0.26715
H -1.55021 -0.98102 2.59473
H -0.52779 -2.17120 1.36041
H -2.42799 -0.41191 0.44278
H 1.51918 1.52606 1.45191
N -0.84133 -1.05484 1.83129
N -1.43329 -0.24900 0.74592
O 0.56118 1.46422 1.09656
S -1.22031 0.17136 -2.02119
S 2.10558 -0.42086 -0.01904
```

The SMILES is NNC(=S)C(O)=S. Its HOMO-LUMO gap is 7.9 eV.

***

R | Formula: C2H4N2OS2
Source: the Open Molecules 2025 dataset
Level of theory: wB97M-V/def2-TZVPD

XYZ file:
```
11
Properties=species:S:1:pos:R:3
C -1.12086 -0.02058 0.38032
C 2.29698 0.42173 0.45314
H -1.65619 -1.14552 -1.35296
H -2.83492 -0.85853 0.33112
H -0.32742 0.38258 -1.57948
H 3.26292 0.99285 0.55419
N -1.70997 -1.06614 -0.26393
N -0.26816 0.68162 -0.49805
O -1.19403 0.25385 1.59511
S 1.12498 1.56287 0.08587
S 2.42669 -1.20473 0.29467
```

Its HOMO-LUMO gap is 8.5 eV.

***

S | Formula: C2H4N2OS2
Source: the Open Molecules 2025 dataset
Level of theory: wB97M-V/def2-TZVPD

XYZ file:
```
11
Properties=species:S:1:pos:R:3
C 0.83763 -1.22875 0.47702
C 0.31795 0.71073 -0.79274
H -0.74737 -0.57416 -0.69732
H -0.99274 -2.62379 0.20379
H 0.21369 -0.12053 -1.51022
H -1.17433 3.40590 0.69757
N -0.35794 -1.63225 -0.00720
N -0.52105 1.74315 -0.78716
O 0.98863 0.21391 0.30331
S 1.84665 -2.24782 1.29895
S -0.41112 2.35362 0.81401
```

Its HOMO-LUMO gap is 8.5 eV.

***

Most stable of them? P.

***

P | Formula: C2H4N2OS2
Source: the Open Molecules 2025 dataset
Level of theory: wB97M-V/def2-TZVPD

XYZ file:
```
11
Properties=species:S:1:pos:R:3
C -1.02993 0.30432 -0.00286
C 0.45575 -0.05568 0.00505
H -2.20548 1.94858 -0.02054
H -0.48940 2.27094 0.03486
H -0.06492 -2.03501 -0.02353
H 2.50265 -1.05890 -0.00442
N -1.25597 1.61075 -0.00029
N 0.67750 -1.34691 0.00969
O 1.93298 -1.86882 -0.00152
S -2.21747 -0.85026 0.00276
S 1.69431 1.08101 0.00080
```

The SMILES is NC(=S)C(=S)NO. Its HOMO-LUMO gap is 8.3 eV.

***

Q | Formula: C2H4N2OS2
Source: the Open Molecules 2025 dataset
Level of theory: wB97M-V/def2-TZVPD

XYZ file:
```
11
Properties=species:S:1:pos:R:3
C -1.53607 -0.63836 0.61007
C 1.82934 0.14577 0.36904
H -2.98050 0.77953 -0.64778
H -1.03641 -1.38298 1.22786
H 0.66839 -0.11225 -1.27468
H 1.63703 0.36296 1.40573
N -2.68183 -0.97771 0.17190
N 0.73697 0.41355 -0.42975
O -3.32342 -0.14181 -0.70421
S -0.72712 0.92292 0.26134
S 3.23670 -0.39843 -0.20804
```

The SMILES is O/N=C\SNC=S. Its HOMO-LUMO gap is 9.0 eV.

***

R | Formula: C2H4N2OS2
Source: the Open Molecules 2025 dataset
Level of theory: wB97M-V/def2-TZVPD

XYZ file:
```
11
Properties=species:S:1:pos:R:3
C 0.98006 -0.38224 0.03535
C -0.41718 0.06430 0.22670
H 2.03918 -2.16983 0.09665
H 0.24728 -2.24384 0.11732
H 0.15758 2.18466 0.43372
H -2.37213 1.27616 -0.27375
N 1.08135 -1.63974 0.11420
N -0.48507 1.38923 0.32989
O -1.76575 1.97652 -0.29788
S 2.18622 0.70365 -0.41519
S -1.65152 -1.15886 -0.36702
```

The SMILES is NC(=S)C(=S)NO. Its HOMO-LUMO gap is 7.5 eV.

***

S | Formula: C2H4N2OS2
Source: the Open Molecules 2025 dataset
Level of theory: wB97M-V/def2-TZVPD

XYZ file:
```
11
Properties=species:S:1:pos:R:3
C 0.95681 -0.50654 -0.21918
C -0.42852 -1.05436 0.07085
H -0.53238 1.76468 0.98677
H -0.87032 2.10396 -0.71295
H 1.46251 1.56761 -0.93793
H -1.21226 -1.89012 1.54400
N -0.43218 1.34322 -0.07966
N 0.83749 0.85114 -0.55787
O -0.48253 -1.30395 1.35660
S 2.26047 -1.43169 -0.42984
S -1.55906 -1.44395 -1.02080
```

The SMILES is NNC(=S)C(O)=S. Its HOMO-LUMO gap is 8.7 eV.

***

Most stable of them? P.

***

P | Formula: C2H4N2OS2
Source: the Open Molecules 2025 dataset
Level of theory: wB97M-V/def2-TZVPD

XYZ file:
```
11
Properties=species:S:1:pos:R:3
C 0.52633 -0.28896 0.04153
C -0.82218 1.03990 -1.36123
H 2.03894 -2.27786 1.54587
H 1.27977 -0.26373 -0.78655
H -1.48935 1.09794 1.81205
H -1.76701 1.56212 -1.40914
N 0.76901 -0.95941 1.08760
N -0.68036 0.41048 -0.14306
O 1.97929 -1.56129 0.92210
S -1.97947 0.25133 0.98299
S 0.14504 0.98947 -2.69217
```

The SMILES is O/N=C/N(S)C=S. Its HOMO-LUMO gap is 8.9 eV.

***

Q | Formula: C2H4N2OS2
Source: the Open Molecules 2025 dataset
Level of theory: wB97M-V/def2-TZVPD

XYZ file:
```
11
Properties=species:S:1:pos:R:3
C 1.89381 -0.96208 -0.13453
C -0.36752 0.67271 0.82882
H 2.96119 1.73323 -0.55747
H 2.41816 -2.06907 0.10306
H 0.19691 1.30107 1.61247
H -3.48787 0.81699 -0.71092
N 2.85930 -0.03731 -0.22277
N -1.57087 1.05831 0.45304
O 2.13834 1.26712 -0.43958
S 0.04750 -0.91828 0.32055
S -2.38323 -0.16484 -0.48981
```

Its HOMO-LUMO gap is 8.9 eV.

***

Most stable of them? P.

***

P | Formula: C19H28BrO2Ti
Source: the Open Molecules 2025 dataset
Level of theory: wB97M-V/def2-TZVPD

XYZ file:
```
51
Properties=species:S:1:pos:R:3
O -4.29449 -2.00537 -4.08543
C -5.62119 -2.56025 -3.74183
C -5.92403 -3.04401 -5.15591
H -6.30391 -1.76516 -3.40417
H -5.52317 -3.35793 -2.98581
C -4.54332 -2.41877 -5.46585
H -6.71000 -2.49473 -5.68712
H -5.98526 -4.12967 -5.29299
C -4.76258 -1.24953 -6.40155
H -5.52232 -0.57750 -5.98730
H -5.14859 -1.64907 -7.35114
H -3.83269 -0.70970 -6.61465
C -3.50867 -3.37809 -6.01966
H -3.32681 -4.23089 -5.35515
H -2.56258 -2.85452 -6.22258
H -3.89022 -3.77968 -6.97124
Ti -0.73351 -0.23337 -0.75539
C 1.32367 -0.86733 0.09354
C 0.29165 -0.96379 1.09228
C -0.52568 -2.09950 0.74920
H 0.20999 -0.35739 1.99235
C 0.05956 -2.74181 -0.38348
C 1.14839 -1.95097 -0.82765
H 1.79102 -2.21014 -1.66848
H 2.18116 -0.20419 0.13618
H -1.35056 -2.50320 1.33374
H -0.19104 -3.73516 -0.76599
C 0.67331 1.64132 -1.19505
C 0.85494 0.62253 -2.18191
C -0.39271 0.43605 -2.87744
H 1.78828 0.14006 -2.45932
C -1.33263 1.36938 -2.31700
C -0.65238 2.14565 -1.32026
H -1.04704 3.02619 -0.81682
H 1.42902 2.02039 -0.50337
H -0.56766 -0.21378 -3.73304
H -2.33652 1.54079 -2.69071
O -2.38031 -1.38863 -1.41946
C -2.19004 -2.58447 -2.24300
C -3.01997 -3.68498 -1.59565
H -1.13148 -2.84773 -2.33170
H -2.53402 -2.31397 -3.24327
C -3.97960 -2.99908 -0.60960
H -2.33134 -4.36712 -1.08291
H -3.54959 -4.26912 -2.35375
C -3.74746 -1.50152 -0.84317
H -3.65402 -3.23473 0.42383
H -5.03392 -3.28443 -0.71418
H -3.77068 -0.91638 0.09918
H -4.41007 -1.09820 -1.62960
Br -2.08744 0.90489 0.91783
```

The net charge is +1. Its HOMO-LUMO gap is 7.6 eV.

***

Q | Formula: C19H28BrO2Ti
Source: the Open Molecules 2025 dataset
Level of theory: wB97M-V/def2-TZVPD

XYZ file:
```
51
Properties=species:S:1:pos:R:3
O 0.49793 0.10849 -2.94588
C 0.65882 1.35997 -3.67079
C 0.47029 0.75687 -5.05181
H 1.67546 1.73942 -3.49034
H -0.10934 2.11188 -3.43867
C 0.48073 -0.57983 -4.25228
H 1.30626 0.92464 -5.73487
H -0.50093 0.97910 -5.48744
C 1.78099 -1.30463 -4.51834
H 2.62082 -0.60974 -4.40290
H 1.80266 -1.67111 -5.55110
H 1.90752 -2.16425 -3.85429
C -0.74768 -1.46099 -4.39149
H -1.65303 -0.89766 -4.13481
H -0.67161 -2.32549 -3.71531
H -0.84010 -1.82081 -5.42821
Ti 0.11346 -0.12071 2.85025
C -1.55748 -0.52480 4.40272
C -1.33760 0.89020 4.45765
C -1.70775 1.44511 3.19034
H -1.03818 1.43530 5.35614
C -2.19997 0.38633 2.36814
C -2.08492 -0.84316 3.11153
H -2.44775 -1.80891 2.75896
H -1.44203 -1.18764 5.26019
H -1.71632 2.50280 2.93745
H -2.75051 0.49820 1.43156
C 1.11952 -1.58684 4.42172
C 0.33226 -2.32500 3.48265
C 0.91119 -2.14735 2.17145
H -0.50002 -2.98904 3.71089
C 2.06514 -1.30216 2.32608
C 2.21431 -0.99880 3.71614
H 3.06055 -0.48565 4.17873
H 0.96828 -1.52158 5.50082
H 0.59168 -2.65555 1.26101
H 2.77533 -1.03768 1.54143
O 0.31932 0.50570 0.70566
C -0.62128 -0.00651 -0.32191
C -1.41326 1.21519 -0.76988
H -1.22197 -0.83486 0.07551
H -0.01423 -0.37643 -1.15876
C -0.38405 2.34558 -0.64389
H -2.29389 1.40168 -0.12650
H -1.79767 1.05416 -1.78679
C 0.58621 1.92958 0.45314
H -0.84442 3.32538 -0.49680
H 0.15852 2.39186 -1.60242
H 0.44282 2.48911 1.41135
H 1.64570 2.02974 0.12814
Br 1.39023 1.76089 3.76584
```

The net charge is +1. Its HOMO-LUMO gap is 7.7 eV.

***

Most stable of them? Q.

***

P | Formula: CH3N2O
Source: the Open Molecules 2025 dataset
Level of theory: wB97M-V/def2-TZVPD

XYZ file:
```
7
Properties=species:S:1:pos:R:3
C 0.15064 0.37002 0.01001
N -0.84427 -0.33708 -0.02530
N -3.38891 -0.49447 0.02345
O -3.89955 0.47169 0.00920
H 0.06194 1.38381 -0.05958
H 1.05495 -0.06841 0.30914
H -0.89426 -1.41737 -0.09133
```

The net charge is +1. Its HOMO-LUMO gap (spin up / spin down) is 7.0 / 7.0 eV.

***

Q | Formula: CH3N2O
Source: the Open Molecules 2025 dataset
Level of theory: wB97M-V/def2-TZVPD

XYZ file:
```
7
Properties=species:S:1:pos:R:3
C -0.15548 0.68844 0.11256
N -0.92078 -1.18466 0.12909
N -1.41596 -0.00379 -0.03578
O -2.51672 0.37784 -0.03218
H 0.11447 1.07263 1.09402
H 0.55697 0.74194 -0.70007
H -0.33169 -1.81062 -0.40808
```

The net charge is +1. Its HOMO-LUMO gap (spin up / spin down) is 10.1 / 10.1 eV.

***

Most stable of them? P.